This record from the Open Molecules 2025 dataset describes CH2N2OS in the gas phase. The level of theory is ωB97M-V/def2-TZVPD.

Each line ends with the natural charge from an NBO analysis.
CARTESIAN COORDINATES (ANGSTROEM)
C1 -1.42134 -0.44054 -0.25370  -0.1913
N1 -2.48194 -0.64103 0.16690  -0.2984
N2 1.34385 -0.69334 0.39948  -0.6041
O1 -0.12226 1.56918 0.18779  -0.8794
S1 0.23896 0.25119 -0.23252  1.5492
H1 1.82810 -0.49146 1.29196  0.3519
H2 0.61463 0.44600 -1.55992  0.0721

Computed properties:
- 2S+1: 3
- Frontier orbital gap (alpha / beta): 5.96 / 7.42 eV
- Maximum force: 4.138 eV/A
- ΔE to the lowest compared entry with this formula, charge and spin: 148.9 kcal/mol
- DFT total energy: -16923.5135 eV